1.
C32H36N10OPtS as an isolated structure, computed with ωB97M-V/def2-TZVPD.

**Kohn-Sham gap (spin up / spin down)**: 5.7 / 5.1 eV
**Spin multiplicity**: 5
**<S²>**: 6.09
**E_LUMO (spin up / spin down)**: -6.46 / -8.39 eV
**HOMO level (spin up / spin down)**: -12.128 / -13.515 eV
**E_tot**: -64780.704 eV
**Net charge**: +2

XYZ file:
```
81
C32H36N10OPtS | the Open Molecules 2025 dataset | ωB97M-V/def2-TZVPD
Pt -1.293 0.117 -0.293
C -4.875 -2.307 -0.646
C -3.816 -1.265 -0.523
N -2.548 -1.554 -0.580
N -2.075 -2.742 -0.658
C -0.916 -3.009 -1.335
O -0.298 -2.104 -1.893
C -0.520 -4.421 -1.229
C 0.736 -4.861 -1.656
C 1.101 -6.182 -1.474
C 0.221 -7.079 -0.885
C -1.047 -6.661 -0.503
C -1.411 -5.339 -0.663
C -4.161 0.135 -0.453
C -5.482 0.584 -0.386
C -5.740 1.939 -0.451
C -4.669 2.815 -0.585
C -3.384 2.304 -0.616
N -3.126 0.999 -0.546
H -4.433 -3.295 -0.726
H -5.484 -2.121 -1.530
H -5.527 -2.284 0.225
H 1.403 -4.161 -2.137
H 2.072 -6.521 -1.804
H 0.520 -8.104 -0.728
H -1.748 -7.368 -0.085
H -2.394 -5.003 -0.365
H -6.285 -0.127 -0.276
H -6.750 2.313 -0.415
H -4.821 3.879 -0.673
H -2.550 2.982 -0.721
S -1.569 0.671 2.275
C -0.618 2.129 2.114
N -0.485 2.760 3.256
N 0.281 3.809 3.486
C 1.538 4.111 3.041
C 2.345 3.191 2.349
C 3.629 3.547 1.996
C 4.124 4.808 2.305
C 3.321 5.733 2.965
C 2.044 5.389 3.342
N -0.182 2.579 0.948
N -0.362 1.976 -0.178
C -0.053 2.563 -1.365
C -0.204 1.814 -2.551
C 0.044 2.404 -3.770
C 0.437 3.737 -3.842
C 0.586 4.480 -2.675
C 0.363 3.906 -1.443
H -0.098 4.408 4.218
H 1.982 2.194 2.153
H 4.267 2.834 1.495
H 5.139 5.063 2.053
H 3.700 6.717 3.191
H 1.417 6.094 3.867
H -0.534 0.770 -2.501
H -0.073 1.828 -4.676
H 0.622 4.199 -4.800
H 0.871 5.518 -2.726
H 0.472 4.462 -0.524
C 2.309 -3.427 1.371
N 1.396 -2.317 1.191
C 0.135 -2.475 1.878
C 1.597 -1.348 0.292
N 0.646 -0.531 -0.123
N 2.867 -1.184 -0.214
C 3.975 -0.990 0.706
C 3.063 -0.514 -1.487
H 1.745 -4.357 1.281
H 2.764 -3.392 2.363
H 3.089 -3.421 0.616
H 0.306 -3.049 2.785
H -0.582 -3.012 1.257
H -0.277 -1.506 2.154
H 1.046 0.108 -0.810
H 3.696 -1.264 1.718
H 4.273 0.064 0.707
H 4.834 -1.583 0.399
H 2.952 0.576 -1.428
H 2.382 -0.916 -2.237
H 4.082 -0.719 -1.811
```

=====

2.
C18H15N3OPtS5 as an isolated structure, computed with ωB97M-V/def2-TZVPD.

**Kohn-Sham gap**: 5.9 eV
**E_LUMO**: -1.42 eV
**HOMO level**: -7.337 eV
**E_tot**: -82850.891 eV
**Net charge**: 0

XYZ file:
```
43
C18H15N3OPtS5 | the Open Molecules 2025 dataset | ωB97M-V/def2-TZVPD
Pt -0.592 0.379 -0.315
C 0.617 -0.700 3.619
C 0.291 -0.040 2.325
N -0.015 -0.674 1.239
N -0.090 -2.029 1.114
C -0.509 -2.342 -0.102
O -0.790 -1.500 -1.046
C -0.659 -3.783 -0.417
C -0.454 -4.753 0.560
C -0.612 -6.092 0.249
C -0.972 -6.470 -1.037
C -1.173 -5.506 -2.014
C -1.019 -4.164 -1.707
C 0.292 1.429 2.156
C 0.685 2.302 3.155
C 0.720 3.666 2.892
C 0.361 4.122 1.636
C -0.046 3.203 0.678
N -0.086 1.899 0.926
H 0.503 -1.775 3.510
H -0.048 -0.346 4.408
H 1.643 -0.482 3.921
H -0.172 -4.446 1.556
H -0.455 -6.844 1.010
H -1.099 -7.516 -1.276
H -1.450 -5.801 -3.017
H -1.176 -3.402 -2.456
H 0.966 1.913 4.122
H 1.028 4.359 3.662
H 0.383 5.172 1.385
H -0.373 3.507 -0.307
C -1.115 -1.075 -4.675
S -1.317 0.549 -5.452
C -0.087 1.440 -4.569
C -0.125 1.767 -3.264
S -1.464 1.461 -2.184
S 1.284 2.621 -2.682
C 2.168 2.718 -4.171
S 3.632 3.443 -4.308
S 1.327 1.945 -5.467
H -1.843 -1.729 -5.151
H -1.324 -1.007 -3.607
H -0.114 -1.462 -4.849
```

=====

What are the max |F| values for these records? In order: 3.46; 0.56 eV/Å.